{
  "formula": "C35H42F10N6Pt",
  "method": "ωB97M-V with the def2-TZVPD basis set",
  "lumo_energy_ev": -1.0,
  "multiplicity": 1,
  "energy_ev": -76333.924,
  "homo_lumo_gap_ev": 4.648,
  "charge": 0,
  "homo_ha": -0.209,
  "relative_energy_ev": 0.000,
  "elements": ["C", "F", "C", "C", "H", "H", "H", "F", "H", "H", "C", "F", "C", "C", "H", "H", "H", "N", "Pt", "H", "H", "C", "H", "H", "H", "H", "C", "C", "F", "C", "C", "H", "H", "N", "F", "C", "H", "H", "C", "H", "C", "C", "F", "C", "F", "H", "H", "C", "H", "H", "H", "H", "H", "C", "N", "H", "H", "C", "C", "H", "F", "C", "H", "N", "C", "H", "H", "C", "C", "F", "N", "H", "C", "C", "C", "C", "N", "H", "H", "C", "C", "H", "C", "C", "H", "C", "C", "H", "H", "H", "F", "H", "H", "C"],
  "positions_angstrom": [[0.051, -0.627, -2.960], [2.664, 1.160, -5.715], [1.960, 2.609, -1.216], [-2.653, -2.532, -1.393], [2.190, -4.080, 0.824], [-0.807, -3.254, -2.247], [2.537, -1.726, 2.274], [0.831, 1.000, 1.932], [-2.101, 4.312, -0.169], [-2.948, 0.762, -1.354], [-3.560, 1.152, -0.535], [0.382, -1.481, 6.733], [-0.154, -1.390, 4.440], [-4.491, 2.678, 1.564], [-4.506, 3.384, 2.395], [6.129, 1.741, -0.092], [2.825, -2.651, -1.904], [-2.755, 1.201, 0.668], [-0.403, -1.198, -0.041], [-2.477, -4.702, 0.238], [-3.256, -1.625, -1.409], [3.667, 0.505, -0.676], [3.821, -3.526, -0.742], [0.198, 3.512, -2.095], [4.246, -1.893, -1.211], [0.414, 1.178, -0.850], [0.896, 1.353, -4.135], [0.039, 0.748, -3.240], [-0.924, 1.537, -2.680], [2.275, 0.254, -0.597], [5.678, 1.925, -1.068], [0.599, 4.094, -0.467], [-4.211, 0.574, 2.030], [-2.061, -2.662, -0.053], [1.874, 0.831, 6.511], [-1.483, -2.402, -2.375], [-2.945, 1.604, 2.688], [-3.295, -3.385, -1.654], [3.248, -1.779, 1.449], [-1.847, -2.442, -3.413], [-2.454, 3.635, 0.609], [-2.839, -2.240, 1.112], [2.072, 2.003, 4.020], [0.972, -1.368, -3.712], [-0.795, -2.570, 4.681], [3.738, 3.789, -1.524], [-1.573, -3.160, 2.591], [1.021, 3.769, -1.423], [-3.660, -2.942, 1.344], [1.547, 4.622, -1.850], [1.074, -3.608, -0.461], [6.129, 1.226, -1.773], [3.788, -0.839, 1.424], [0.714, 0.319, 3.090], [-3.915, 3.390, 0.378], [-2.362, 4.125, 1.580], [5.943, 2.935, -1.377], [-4.082, 2.565, -0.867], [-1.772, 2.255, 0.550], [0.833, -3.012, 1.199], [0.808, 2.679, -4.366], [2.482, -2.069, 0.145], [-2.519, -1.812, 3.171], [-0.805, -1.241, 2.056], [1.260, 0.290, 5.437], [-1.031, 2.156, 1.340], [-3.494, 3.050, -1.645], [-0.109, -0.822, 3.141], [3.337, 2.815, -1.280], [1.085, -2.707, -3.524], [1.670, -0.919, -0.260], [-5.516, 2.409, 1.307], [0.491, -0.856, 5.544], [1.578, -3.265, 0.442], [-1.604, -4.046, 0.128], [1.840, -0.787, -4.623], [-0.857, -1.130, -2.051], [-1.030, -4.370, -0.731], [-4.395, 4.282, 0.258], [-3.590, 1.446, 1.824], [1.471, 1.359, -0.913], [-3.261, -1.266, 0.885], [-1.908, -2.156, 2.325], [1.361, 0.866, 4.179], [-1.263, 2.134, -0.395], [3.410, -2.548, -0.994], [1.820, 0.585, -4.834], [-0.973, -4.143, 1.000], [-5.137, 2.589, -1.144], [4.386, -0.264, -0.465], [2.721, -1.555, -5.291], [-4.395, 0.468, -0.369], [3.957, -2.579, 1.663], [4.183, 1.748, -1.014]],
  "lowdin_charge": [-0.20, 0.11, -0.27, -0.18, 0.09, 0.09, 0.07, 0.07, 0.13, 0.11, -0.15, 0.10, -0.13, -0.06, 0.13, 0.08, 0.07, -0.15, 1.12, 0.10, 0.10, -0.01, 0.08, 0.05, 0.06, 0.05, -0.14, -0.16, 0.05, -0.29, -0.06, 0.07, 0.12, -0.31, 0.09, -0.24, 0.14, 0.12, -0.03, 0.13, -0.05, -0.19, 0.10, -0.13, 0.05, 0.10, 0.10, -0.05, 0.13, 0.08, 0.07, 0.08, 0.07, -0.17, -0.09, 0.14, 0.07, -0.05, -0.14, 0.04, 0.10, -0.60, 0.12, -0.12, -0.15, 0.12, 0.14, -0.21, -0.04, 0.08, -0.08, 0.13, -0.15, -0.09, -0.07, -0.13, -0.16, 0.08, 0.19, -0.14, -0.07, 0.08, -0.24, -0.14, 0.09, -0.03, -0.12, 0.07, 0.13, 0.08, 0.11, 0.13, 0.08, -0.28]
}